Record 1
Entry from the Open Molecules 2025 dataset: a cluster of 7 separate species, C57H75F3O3 in total in a non-equilibrium geometry (ωB97M-V/def2-TZVPD).

Last column: Mulliken charge in e.
CARTESIAN COORDINATES (ANGSTROEM)
C (-5.021, 4.158, -0.430)  -0.417
C (-4.076, 4.091, 0.933)  -0.386
C (-2.463, 4.176, 0.615)  -0.734
C (-1.773, 2.702, 0.392)  0.041
C (-1.834, 2.234, -1.182)  -0.534
C (-0.356, 1.725, -1.758)  -0.663
C (0.532, 2.956, -2.382)  -0.343
C (2.107, 2.909, -1.907)  -0.481
C (3.164, 2.697, -3.185)  -0.471
C (3.646, 1.126, -3.216)  -0.681
C (5.233, 0.907, -2.798)  -0.627
C (5.563, 1.635, -1.367)  0.411
C (6.381, 3.051, -1.478)  -0.638
C (7.509, 3.298, -0.314)  -0.612
C (6.931, 3.348, 1.218)  -0.630
C (6.636, 1.888, 1.901)  -0.335
C (7.947, 0.916, 2.064)  0.438
O (9.163, 1.121, 1.551)  -0.567
O (7.758, -0.298, 2.923)  -0.204
C (8.122, -1.521, 2.192)  -0.351
C (7.881, -2.782, 3.261)  -0.619
C (6.301, -3.289, 3.295)  -0.028
O (6.301, -4.789, 3.349)  -0.498
C (5.456, -2.700, 4.583)  0.632
F (5.457, -3.641, 5.764)  -0.269
F (4.026, -2.527, 4.145)  -0.251
F (5.906, -1.371, 5.058)  -0.200
H (-5.875, 4.961, -0.350)  0.326
H (-5.474, 3.068, -0.612)  -0.226
H (-4.278, 4.437, -1.320)  0.255
H (-4.408, 4.994, 1.619)  0.281
H (-4.354, 3.096, 1.523)  0.215
H (-2.275, 4.920, -0.299)  0.297
H (-1.925, 4.659, 1.558)  0.303
H (-2.388, 1.926, 1.047)  -0.193
H (-0.659, 2.635, 0.804)  0.317
H (-2.328, 3.064, -1.843)  0.326
H (-2.538, 1.275, -1.245)  0.135
H (-0.566, 0.957, -2.638)  0.277
H (0.219, 1.126, -0.926)  0.227
H (0.035, 3.978, -2.030)  0.176
H (0.430, 2.899, -3.553)  0.316
H (2.368, 3.927, -1.386)  0.288
H (2.322, 1.989, -1.188)  0.169
H (4.114, 3.398, -3.089)  0.138
H (2.593, 2.978, -4.167)  0.459
H (3.554, 0.769, -4.345)  0.294
H (2.938, 0.400, -2.590)  0.241
H (5.995, 1.261, -3.613)  0.303
H (5.363, -0.272, -2.662)  0.270
H (4.510, 1.898, -0.873)  0.058
H (6.139, 0.823, -0.708)  -0.208
H (5.647, 3.987, -1.582)  0.271
H (6.973, 3.015, -2.514)  0.263
H (8.374, 2.532, -0.499)  0.279
H (7.979, 4.375, -0.526)  0.292
H (7.760, 3.891, 1.880)  0.322
H (5.963, 4.039, 1.313)  0.308
H (5.773, 1.269, 1.393)  0.136
H (6.252, 2.111, 3.010)  0.375
H (9.242, -1.590, 1.861)  0.295
H (7.453, -1.765, 1.263)  0.248
H (8.187, -2.464, 4.362)  0.291
H (8.579, -3.714, 3.006)  0.364
H (5.754, -2.936, 2.304)  0.254
H (6.426, -5.104, 2.405)  0.306
C (-9.444, 0.440, -0.603)  -0.518
C (-8.053, 0.368, -0.521)  -0.329
C (-7.374, 1.085, 0.464)  -0.388
C (-8.086, 1.878, 1.365)  -0.536
C (-9.476, 1.957, 1.276)  -0.403
C (-10.155, 1.237, 0.294)  -0.362
H (-9.973, -0.125, -1.366)  0.456
H (-7.498, -0.248, -1.224)  0.396
H (-6.291, 1.027, 0.530)  0.587
H (-7.558, 2.435, 2.133)  0.362
H (-10.030, 2.580, 1.974)  0.371
H (-11.238, 1.296, 0.227)  0.375
C (-1.835, -1.307, 0.670)  -0.353
C (-0.742, -2.006, 0.159)  -0.417
C (0.337, -2.317, 0.987)  -0.511
C (0.324, -1.924, 2.325)  -0.236
C (-0.765, -1.217, 2.834)  -0.611
C (-1.845, -0.910, 2.007)  -0.311
H (-2.678, -1.071, 0.027)  0.408
H (-0.731, -2.310, -0.885)  0.383
H (1.187, -2.865, 0.589)  0.379
H (1.163, -2.169, 2.971)  0.485
H (-0.772, -0.906, 3.876)  0.370
H (-2.695, -0.361, 2.404)  0.423
C (6.243, -9.507, -0.243)  -0.326
C (7.633, -9.579, -0.161)  -0.365
C (8.312, -8.861, 0.824)  -0.371
C (7.600, -8.068, 1.724)  -0.397
C (6.210, -7.990, 1.636)  -0.396
C (5.531, -8.710, 0.654)  -0.494
H (5.714, -10.071, -1.006)  0.353
H (8.188, -10.194, -0.864)  0.348
H (9.395, -8.920, 0.890)  0.351
H (8.128, -7.512, 2.493)  0.416
H (5.656, -7.367, 2.334)  0.541
H (4.448, -8.650, 0.587)  0.354
C (5.784, -1.073, 10.377)  -0.327
C (6.338, -1.943, 9.438)  -0.610
C (5.781, -2.040, 8.163)  -0.006
C (4.667, -1.270, 7.829)  -0.094
C (4.107, -0.407, 8.771)  -0.599
C (4.667, -0.307, 10.044)  -0.361
H (6.222, -0.992, 11.368)  0.354
H (7.204, -2.545, 9.700)  0.348
H (6.214, -2.715, 7.431)  0.325
H (4.234, -1.344, 6.835)  0.232
H (3.235, 0.189, 8.512)  0.349
H (4.232, 0.367, 10.778)  0.350
C (-9.570, 2.530, -4.674)  -0.629
C (-9.146, 3.267, -5.780)  -0.402
C (-7.815, 3.672, -5.880)  -0.504
C (-6.909, 3.344, -4.872)  -0.471
C (-7.335, 2.615, -3.762)  -0.288
C (-8.665, 2.206, -3.663)  0.171
H (-10.606, 2.209, -4.600)  0.423
H (-9.853, 3.526, -6.564)  0.491
H (-7.484, 4.244, -6.743)  0.361
H (-5.872, 3.657, -4.951)  0.381
H (-6.630, 2.364, -2.973)  0.343
H (-8.997, 1.636, -2.800)  0.100
C (-11.543, -1.439, -6.728)  -0.382
C (-10.735, -0.313, -6.885)  -0.354
C (-11.111, 0.698, -7.768)  -0.303
C (-12.294, 0.582, -8.499)  -0.483
C (-13.097, -0.548, -8.349)  -0.327
C (-12.723, -1.558, -7.463)  -0.382
H (-11.253, -2.224, -6.034)  0.360
H (-9.812, -0.223, -6.317)  0.438
H (-10.483, 1.577, -7.888)  0.377
H (-12.588, 1.371, -9.185)  0.354
H (-14.016, -0.642, -8.923)  0.350
H (-13.350, -2.437, -7.344)  0.348

Output
Gap between HOMO and LUMO in eV: 9.2
Structure (SMILES): CCCCCCCCCCCCCCCCC(=O)OCC[C@@H](O)C(F)(F)F.c1ccccc1.c1ccccc1.c1ccccc1.c1ccccc1.c1ccccc1.c1ccccc1
Maximum force in eV/Å: 8.460
LUMO energy in eV: 0.1
Charge: 0

Record 2
Entry from the Open Molecules 2025 dataset: a cluster of 7 separate species, C57H90N2O12S2 in total in a non-equilibrium geometry (ωB97M-V/def2-TZVPD).

Last column: Mulliken charge in e.
CARTESIAN COORDINATES (ANGSTROEM)
C (7.210, 3.567, -0.191)  -1.326
C (6.000, 2.900, -0.838)  -0.039
O (5.083, 3.844, -1.354)  -0.415
C (4.033, 3.237, -2.099)  -0.499
C (2.708, 3.298, -1.305)  0.170
O (1.849, 4.310, -1.782)  -0.432
C (1.229, 5.073, -0.737)  -1.202
C (0.397, 4.161, 0.155)  0.405
C (0.881, 3.874, 1.416)  -0.409
C (0.237, 3.027, 2.295)  -1.043
C (-0.946, 2.443, 1.884)  -1.386
C (-1.449, 2.761, 0.635)  1.418
C (-0.810, 3.608, -0.239)  -0.518
S (-2.989, 1.956, 0.204)  0.114
C (-2.651, 0.318, 0.855)  0.463
C (-2.998, -0.839, 0.178)  0.586
C (-3.729, -0.895, -1.165)  -1.476
C (-3.070, -0.077, -2.267)  0.329
C (-1.813, -0.437, -2.741)  -0.801
C (-1.166, 0.295, -3.703)  -0.690
C (-1.729, 1.428, -4.247)  -0.900
C (-2.989, 1.786, -3.801)  -0.358
C (-3.647, 1.057, -2.832)  1.544
C (-5.013, 1.594, -2.406)  -1.856
C (-2.633, -2.027, 0.788)  -0.592
C (-1.954, -2.047, 1.980)  0.018
O (-1.613, -3.307, 2.442)  -0.627
C (-0.200, -3.526, 2.343)  -0.272
C (0.261, -4.008, 0.949)  -0.695
N (1.638, -3.508, 0.724)  -0.164
C (1.853, -3.059, -0.657)  -0.115
C (3.048, -2.092, -0.774)  0.649
C (4.315, -2.751, -1.396)  -1.449
O (2.690, -0.973, -1.614)  -0.533
C (-1.626, -0.889, 2.679)  0.142
C (-0.922, -0.989, 4.022)  -1.283
C (0.245, 0.005, 4.224)  -0.567
O (1.106, -0.340, 5.325)  -0.427
C (2.240, -0.973, 4.921)  0.079
O (2.236, -1.776, 4.008)  -0.426
C (-1.986, 0.306, 2.081)  -0.337
N (-1.663, 1.544, 2.743)  1.165
S (-3.034, 2.263, 3.530)  -0.220
H (6.977, 4.117, 0.726)  0.321
H (7.744, 4.213, -0.899)  0.327
H (7.923, 2.772, 0.073)  0.372
H (5.505, 2.286, -0.065)  0.254
H (6.384, 2.272, -1.660)  0.323
H (4.280, 2.172, -2.249)  0.109
H (3.932, 3.672, -3.101)  0.365
H (2.242, 2.303, -1.411)  0.122
H (2.994, 3.400, -0.250)  0.190
H (2.031, 5.500, -0.117)  0.365
H (0.625, 5.834, -1.239)  0.448
H (1.816, 4.334, 1.739)  0.358
H (0.622, 2.793, 3.285)  0.518
H (-1.223, 3.805, -1.227)  0.550
H (-4.763, -0.563, -1.022)  0.377
H (-3.800, -1.941, -1.494)  0.372
H (-1.343, -1.316, -2.297)  0.395
H (-0.181, -0.044, -4.021)  0.455
H (-1.203, 2.024, -4.988)  0.452
H (-3.441, 2.687, -4.217)  0.534
H (-5.281, 1.259, -1.398)  0.365
H (-5.808, 1.275, -3.090)  0.301
H (-4.984, 2.688, -2.339)  0.412
H (-2.858, -2.973, 0.299)  0.502
H (0.413, -2.657, 2.604)  0.108
H (0.057, -4.309, 3.071)  0.424
H (0.339, -5.108, 0.955)  0.315
H (-0.419, -3.742, 0.134)  0.320
H (2.298, -4.265, 0.865)  0.239
H (2.068, -3.888, -1.354)  0.266
H (0.976, -2.492, -0.993)  -0.279
H (3.307, -1.663, 0.206)  0.173
H (5.219, -2.550, -0.807)  0.346
H (4.202, -3.838, -1.482)  0.334
H (4.467, -2.348, -2.406)  0.345
H (3.505, -0.515, -1.845)  0.175
H (-0.567, -1.992, 4.263)  0.498
H (-1.673, -0.737, 4.788)  0.418
H (-0.200, 0.968, 4.483)  0.393
H (0.786, 0.191, 3.286)  0.592
H (3.162, -0.762, 5.490)  0.360
H (-3.618, 3.137, 2.672)  0.104
C (-7.718, 3.957, 2.978)  -0.743
C (-7.932, 4.500, 4.385)  -0.036
C (-6.516, 4.523, 4.931)  -0.222
O (-5.648, 4.754, 3.814)  -0.387
C (-6.392, 4.598, 2.599)  -0.126
H (-8.522, 4.201, 2.284)  0.373
H (-7.614, 2.869, 3.010)  0.268
H (-8.329, 5.513, 4.336)  -0.099
H (-8.611, 3.897, 4.990)  0.435
H (-6.245, 3.559, 5.377)  0.249
H (-6.367, 5.305, 5.676)  -0.014
H (-6.542, 5.592, 2.165)  0.273
H (-5.818, 3.993, 1.894)  0.084
C (3.669, -3.540, 7.495)  -0.388
C (3.337, -3.016, 8.885)  -0.489
C (4.707, -3.006, 9.547)  -0.449
O (5.662, -2.765, 8.508)  -0.424
C (5.024, -2.900, 7.235)  -0.255
H (2.926, -3.283, 6.740)  0.198
H (3.767, -4.628, 7.521)  0.283
H (2.947, -1.997, 8.816)  0.221
H (2.610, -3.622, 9.423)  0.351
H (4.937, -3.976, 10.000)  0.256
H (4.800, -2.235, 10.313)  0.284
H (4.914, -1.899, 6.803)  0.145
H (5.653, -3.496, 6.573)  0.285
C (-9.565, 7.504, 7.751)  -0.614
C (-8.392, 8.471, 7.821)  -0.557
C (-7.465, 7.913, 6.754)  -0.489
O (-8.299, 7.309, 5.757)  -0.353
C (-9.636, 7.209, 6.261)  -0.319
H (-10.495, 7.910, 8.148)  0.349
H (-9.328, 6.591, 8.303)  0.268
H (-8.722, 9.476, 7.544)  0.252
H (-7.925, 8.526, 8.804)  0.337
H (-6.809, 7.137, 7.164)  0.280
H (-6.844, 8.681, 6.291)  0.275
H (-10.251, 7.950, 5.739)  0.273
H (-10.033, 6.216, 6.046)  0.271
C (6.732, -5.983, -5.194)  -0.111
C (5.598, -5.151, -5.773)  -0.767
C (4.525, -5.302, -4.705)  -0.362
O (5.206, -5.465, -3.456)  -0.346
C (6.597, -5.701, -3.706)  -0.459
H (7.713, -5.724, -5.589)  0.376
H (6.554, -7.043, -5.392)  -0.039
H (5.906, -4.105, -5.849)  0.316
H (5.267, -5.480, -6.757)  0.340
H (3.915, -6.196, -4.878)  0.256
H (3.863, -4.436, -4.647)  0.282
H (7.150, -4.799, -3.422)  0.238
H (6.944, -6.529, -3.086)  0.281
C (8.546, -10.305, -8.211)  -0.532
C (8.148, -10.330, -6.744)  -0.599
C (8.751, -9.030, -6.235)  -0.202
O (8.738, -8.108, -7.335)  -0.380
C (8.433, -8.826, -8.538)  -0.416
H (7.920, -10.929, -8.848)  0.342
H (9.582, -10.635, -8.321)  0.260
H (7.059, -10.299, -6.653)  0.265
H (8.509, -11.206, -6.206)  0.356
H (9.792, -9.169, -5.924)  0.289
H (8.191, -8.610, -5.399)  0.096
H (7.413, -8.562, -8.839)  0.262
H (9.119, -8.517, -9.328)  0.257
C (-6.777, 2.555, -7.834)  -0.530
C (-5.368, 2.754, -8.373)  -0.565
C (-4.811, 3.793, -7.412)  -0.355
O (-5.457, 3.575, -6.152)  -0.376
C (-6.555, 2.675, -6.335)  -0.330
H (-7.228, 1.606, -8.122)  0.329
H (-7.427, 3.361, -8.183)  0.263
H (-4.802, 1.823, -8.288)  0.264
H (-5.335, 3.077, -9.413)  0.346
H (-5.048, 4.809, -7.743)  0.281
H (-3.730, 3.712, -7.285)  0.245
H (-6.279, 1.710, -5.896)  0.159
H (-7.430, 3.058, -5.808)  0.285

Output
Gap between HOMO and LUMO in eV: 8.4
Structure (SMILES): CCOCCOCc1ccc2c(c1)Sc1c(Cc3ccccc3C)cc(OCCNC[C@@H](C)O)c(CCOC=O)c1N2S.C1CCOC1.C1CCOC1.C1CCOC1.C1CCOC1.C1CCOC1.C1CCOC1
Maximum force in eV/Å: 2.033
Energy above the lowest of the compared OMol25 structures with the same formula, charge and spin in kJ/mol: 0.0
LUMO energy in eV: 0.6
Charge: 0